{"formula": "C46H44AsN3O5P2STeTi", "method": "wB97M-V/def2-TZVPD", "gap_ev": [3.9111, 5.7408], "spin_multiplicity": 3, "total_charge": -2, "s_squared": 2.02, "total_energy_ha": -6754.0668, "symbols": ["Ti", "O", "C", "C", "C", "N", "C", "C", "C", "O", "O", "C", "O", "O", "H", "H", "H", "Te", "C", "C", "C", "N", "C", "C", "C", "P", "C", "C", "C", "C", "C", "C", "C", "C", "C", "C", "C", "C", "P", "C", "C", "C", "C", "C", "C", "C", "C", "C", "C", "C", "C", "H", "H", "H", "H", "H", "H", "H", "H", "H", "H", "H", "H", "H", "H", "H", "H", "H", "H", "H", "H", "H", "H", "H", "H", "C", "C", "C", "C", "C", "C", "N", "H", "H", "H", "H", "H", "H", "H", "H", "C", "As", "C", "C", "S", "H", "H", "H", "H", "H", "H", "H", "H", "H"], "xyz": [[0.89, -0.31, 0.01], [-0.26, 0.74, 5.83], [-0.05, 0.58, 4.49], [-1.10, 0.38, 3.63], [-0.79, 0.21, 2.24], [0.52, 0.23, 1.86], [1.52, 0.39, 2.70], [1.29, 0.60, 4.07], [2.84, 0.20, 1.99], [3.92, 0.32, 2.52], [2.64, -0.13, 0.73], [-1.65, -0.13, 1.14], [-2.86, -0.35, 1.27], [-0.97, -0.23, -0.01], [-1.21, 0.63, 5.98], [-2.13, 0.34, 3.97], [2.11, 0.75, 4.76], [2.75, 2.54, -3.71], [2.24, 4.55, -4.18], [1.31, 4.86, -5.16], [1.05, 6.19, -5.46], [1.65, 7.22, -4.84], [2.52, 6.91, -3.89], [2.85, 5.60, -3.53], [1.09, 2.13, -2.46], [0.39, 0.42, -2.65], [-1.45, 0.76, -2.62], [-2.31, -0.19, -3.17], [-3.68, 0.05, -3.27], [-4.21, 1.24, -2.77], [-3.37, 2.16, -2.16], [-2.00, 1.92, -2.09], [0.45, 0.18, -4.49], [0.99, -0.94, -5.09], [1.02, -1.07, -6.48], [0.50, -0.07, -7.29], [-0.06, 1.06, -6.69], [-0.08, 1.18, -5.32], [1.30, 2.31, -0.66], [3.05, 2.79, -0.22], [3.36, 3.89, 0.58], [4.66, 4.12, 1.02], [5.67, 3.25, 0.68], [5.39, 2.15, -0.12], [4.09, 1.93, -0.57], [0.46, 3.91, -0.26], [0.18, 4.86, -1.24], [-0.37, 6.09, -0.91], [-0.69, 6.37, 0.42], [-0.47, 5.41, 1.40], [0.10, 4.19, 1.06], [0.79, 4.07, -5.69], [0.33, 6.45, -6.22], [2.99, 7.75, -3.38], [3.56, 5.42, -2.73], [-1.91, -1.13, -3.52], [-4.32, -0.69, -3.73], [-5.27, 1.44, -2.85], [-3.78, 3.06, -1.73], [-1.36, 2.66, -1.63], [1.40, -1.73, -4.48], [1.45, -1.96, -6.93], [0.53, -0.17, -8.37], [-0.47, 1.85, -7.32], [-0.51, 2.07, -4.85], [2.58, 4.58, 0.87], [4.86, 4.98, 1.66], [6.68, 3.41, 1.06], [6.17, 1.44, -0.37], [3.89, 1.06, -1.15], [0.40, 4.61, -2.28], [-0.55, 6.83, -1.68], [-1.12, 7.33, 0.69], [-0.74, 5.61, 2.43], [0.27, 3.43, 1.82], [2.64, -2.30, -1.89], [2.05, -2.97, -0.69], [2.28, -4.26, -0.27], [1.49, -4.44, 0.90], [0.82, -3.26, 1.12], [-0.13, -2.98, 2.25], [1.15, -2.33, 0.15], [3.50, -2.87, -2.25], [2.99, -1.29, -1.68], [1.92, -2.24, -2.70], [2.93, -4.98, -0.74], [1.40, -5.34, 1.50], [-0.42, -3.92, 2.71], [-1.03, -2.48, 1.89], [0.32, -2.35, 3.03], [-5.90, -3.58, 0.07], [-4.37, -2.37, 0.37], [-4.25, -2.68, 2.27], [-5.35, -0.77, -0.05], [-2.89, -3.16, -0.86], [-6.74, -3.33, 0.73], [-5.58, -4.61, 0.25], [-6.21, -3.49, -0.97], [-5.25, -2.62, 2.70], [-3.58, -1.95, 2.72], [-3.85, -3.69, 2.37], [-6.32, -0.82, 0.46], [-5.49, -0.76, -1.13], [-4.79, 0.11, 0.26]], "mulliken_spin": [0.90, 0.00, -0.08, 0.25, 0.25, -0.01, -0.01, 0.34, -0.04, 0.01, -0.02, 0.12, 0.11, -0.07, 0.00, 0.04, 0.03, 0.00, 0.00, 0.00, 0.00, 0.00, 0.00, 0.00, -0.01, 0.05, -0.02, 0.00, 0.00, 0.00, 0.00, 0.02, 0.02, 0.00, 0.00, 0.00, 0.00, 0.00, 0.04, -0.01, 0.00, 0.00, 0.00, 0.00, 0.02, 0.00, 0.00, 0.00, 0.00, 0.00, 0.03, 0.00, 0.00, 0.00, 0.00, 0.00, 0.00, 0.00, 0.00, 0.00, 0.00, 0.00, 0.00, 0.00, 0.00, 0.00, 0.00, 0.00, 0.00, 0.00, 0.00, 0.00, 0.00, 0.00, -0.01, 0.03, 0.02, 0.00, 0.00, 0.00, 0.05, -0.01, 0.00, -0.01, -0.01, 0.00, 0.00, 0.00, -0.03, 0.00, 0.00, 0.00, 0.00, 0.00, 0.00, 0.00, 0.00, 0.00, 0.00, 0.00, 0.00, 0.00, 0.00, 0.00]}